Computed, not measured: a structure of composition C64H160Ag2F4N2O40S4 at a distorted geometry, with the ωB97M-V functional and the def2-TZVPD basis.

Positions of all 276 atoms, in Å:
Ag  -1.767  2.339  2.307
Ag  0.117  1.189  4.102
N  -0.105  0.229  1.996
S  -0.872  -1.260  1.766
O  -0.200  -2.239  2.617
O  -0.980  -1.375  0.365
F  -2.274  -0.902  2.298
S  0.859  0.739  0.788
O  0.142  1.700  -0.017
O  1.570  -0.394  0.268
F  2.021  1.658  1.505
N  -2.383  2.032  4.674
S  -2.627  3.484  5.429
O  -1.848  3.487  6.656
O  -4.033  3.815  5.448
F  -1.936  4.373  4.328
S  -3.194  0.781  5.165
O  -4.314  0.422  4.318
O  -3.300  1.048  6.567
F  -2.173  -0.480  4.985
C  3.550  2.017  -4.217
O  3.438  3.302  -3.696
C  3.247  3.318  -2.291
C  3.128  4.711  -1.731
O  4.405  5.420  -1.647
C  4.734  6.174  -2.841
H  2.541  1.555  -4.172
H  4.271  1.424  -3.689
H  3.654  2.057  -5.301
H  4.128  2.840  -1.819
H  2.293  2.798  -2.052
H  2.842  4.644  -0.667
H  2.394  5.258  -2.294
H  4.453  5.640  -3.759
H  5.808  6.303  -2.896
H  4.270  7.161  -2.867
C  6.191  4.246  0.420
O  6.879  4.084  1.675
C  7.141  2.770  2.142
C  7.262  2.809  3.649
O  6.018  3.128  4.262
C  5.864  4.450  4.712
H  5.199  3.775  0.474
H  6.719  3.779  -0.444
H  6.126  5.304  0.211
H  8.038  2.314  1.656
H  6.208  2.169  1.959
H  8.032  3.515  3.938
H  7.561  1.808  4.014
H  6.388  4.704  5.648
H  4.793  4.609  4.831
H  6.092  5.212  3.966
C  2.970  -4.684  0.787
O  3.901  -3.934  1.480
C  3.679  -2.551  1.576
C  4.856  -1.912  2.287
O  6.052  -2.087  1.554
C  7.201  -1.567  2.187
H  3.022  -4.440  -0.283
H  1.950  -4.511  1.149
H  3.223  -5.741  0.905
H  2.760  -2.332  2.151
H  3.424  -2.110  0.613
H  4.888  -2.290  3.324
H  4.638  -0.833  2.367
H  8.076  -1.878  1.611
H  7.304  -1.964  3.188
H  7.175  -0.473  2.236
C  -3.688  -2.731  -5.961
O  -3.044  -2.719  -4.748
C  -2.631  -1.496  -4.235
C  -1.755  -1.678  -2.964
O  -0.566  -2.328  -3.335
C  0.306  -2.675  -2.299
H  -2.983  -2.511  -6.760
H  -4.541  -2.090  -6.110
H  -4.061  -3.727  -6.232
H  -3.507  -0.850  -3.924
H  -2.000  -0.924  -4.966
H  -2.293  -2.251  -2.194
H  -1.600  -0.667  -2.537
H  0.695  -1.779  -1.807
H  1.227  -3.134  -2.742
H  -0.096  -3.408  -1.553
C  -3.203  1.402  -0.467
O  -3.453  1.359  0.934
C  -4.678  2.028  1.286
C  -4.659  3.528  0.953
O  -3.576  4.126  1.664
C  -3.835  5.335  2.347
H  -2.907  2.390  -0.830
H  -4.048  1.074  -1.097
H  -2.328  0.858  -0.727
H  -4.740  1.914  2.355
H  -5.508  1.535  0.791
H  -5.629  3.953  1.239
H  -4.534  3.564  -0.133
H  -2.884  5.737  2.663
H  -4.461  5.209  3.238
H  -4.328  6.025  1.652
C  -7.393  5.568  -0.457
O  -7.692  4.170  -0.541
C  -7.668  3.632  -1.837
C  -7.971  2.121  -1.853
O  -6.997  1.390  -1.151
C  -7.148  -0.029  -1.169
H  -6.378  5.803  -0.814
H  -7.409  5.869  0.575
H  -8.108  6.232  -0.982
H  -6.676  3.792  -2.276
H  -8.437  4.113  -2.478
H  -7.935  1.853  -2.926
H  -8.977  1.918  -1.477
H  -6.309  -0.463  -0.622
H  -7.114  -0.420  -2.176
H  -8.054  -0.440  -0.699
C  -11.366  -3.483  -2.540
O  -10.004  -3.792  -2.373
C  -9.261  -2.875  -1.569
C  -7.790  -3.112  -1.550
O  -7.176  -2.799  -2.765
C  -5.787  -3.186  -2.791
H  -11.866  -4.426  -2.818
H  -11.606  -2.748  -3.316
H  -11.868  -3.143  -1.599
H  -9.653  -2.914  -0.554
H  -9.423  -1.884  -1.986
H  -7.596  -4.192  -1.357
H  -7.368  -2.556  -0.721
H  -5.179  -2.399  -2.325
H  -5.461  -3.189  -3.813
H  -5.582  -4.160  -2.311
C  -3.893  2.381  -3.629
O  -2.627  2.943  -3.264
C  -1.635  2.700  -4.188
C  -0.302  2.972  -3.499
O  -0.177  4.321  -3.101
C  0.347  5.063  -4.195
H  -3.810  1.296  -3.776
H  -4.433  2.931  -4.420
H  -4.479  2.462  -2.707
H  -1.640  3.348  -5.074
H  -1.601  1.674  -4.578
H  0.617  2.634  -4.035
H  -0.317  2.449  -2.542
H  0.242  6.112  -3.959
H  -0.118  4.889  -5.160
H  1.395  4.822  -4.389
C  -0.271  0.557  7.354
O  0.480  0.299  6.174
C  1.661  -0.486  6.378
C  2.124  -1.068  5.042
O  2.387  0.008  4.151
C  3.569  0.688  4.414
H  0.414  0.761  8.186
H  -0.929  -0.289  7.593
H  -0.920  1.426  7.266
H  1.287  -1.196  7.118
H  2.567  0.096  6.722
H  1.316  -1.672  4.604
H  3.013  -1.717  5.155
H  4.436  0.028  4.475
H  3.528  1.266  5.332
H  3.684  1.376  3.597
C  4.866  -2.804  -2.018
O  4.881  -4.001  -2.788
C  6.125  -4.674  -2.710
C  6.983  -4.392  -3.984
O  7.479  -3.085  -3.864
C  7.931  -2.272  -4.905
H  3.830  -2.470  -2.048
H  5.493  -2.015  -2.448
H  5.164  -2.981  -0.948
H  5.825  -5.737  -2.735
H  6.593  -4.556  -1.755
H  6.295  -4.459  -4.880
H  7.721  -5.232  -3.982
H  8.046  -1.305  -4.511
H  7.179  -2.224  -5.718
H  8.885  -2.579  -5.339
C  8.486  1.746  -4.291
O  7.612  1.667  -3.209
C  7.436  0.372  -2.678
C  6.719  0.391  -1.342
O  5.377  0.657  -1.635
C  4.420  0.450  -0.601
H  8.522  2.789  -4.590
H  8.210  1.111  -5.158
H  9.500  1.493  -3.955
H  8.442  -0.095  -2.565
H  6.821  -0.238  -3.357
H  7.122  1.120  -0.621
H  6.796  -0.613  -0.894
H  4.587  -0.552  -0.131
H  3.424  0.480  -1.028
H  4.413  1.209  0.199
C  1.372  3.642  5.441
O  1.034  3.452  4.057
C  1.073  4.730  3.403
C  0.982  4.635  1.904
O  -0.256  4.096  1.493
C  -0.565  4.389  0.094
H  0.702  4.436  5.812
H  2.399  3.976  5.664
H  1.062  2.749  6.022
H  2.006  5.265  3.668
H  0.238  5.347  3.780
H  1.802  4.131  1.437
H  1.057  5.634  1.459
H  -1.286  3.638  -0.226
H  0.330  4.250  -0.522
H  -0.933  5.415  0.001
C  6.214  -1.196  -8.408
O  5.175  -1.552  -7.428
C  5.013  -0.646  -6.338
C  3.803  -1.065  -5.545
O  2.609  -0.498  -6.091
C  1.498  -0.785  -5.324
H  7.225  -0.998  -8.079
H  5.913  -0.289  -8.956
H  6.267  -1.987  -9.146
H  4.860  0.373  -6.698
H  5.897  -0.643  -5.692
H  3.899  -0.748  -4.471
H  3.834  -2.170  -5.599
H  1.592  -0.494  -4.272
H  1.318  -1.869  -5.358
H  0.639  -0.329  -5.787
C  3.797  -6.243  4.071
O  2.754  -5.796  4.941
C  1.734  -4.980  4.339
C  0.649  -4.654  5.383
O  1.082  -3.729  6.361
C  0.205  -3.629  7.490
H  4.164  -5.459  3.404
H  3.422  -7.134  3.545
H  4.591  -6.594  4.737
H  1.268  -5.480  3.459
H  2.173  -4.061  3.942
H  0.395  -5.597  5.925
H  -0.275  -4.271  4.877
H  -0.099  -4.587  7.888
H  -0.667  -2.982  7.287
H  0.757  -3.146  8.310
C  -6.530  -1.034  2.106
O  -7.580  -1.891  1.673
C  -8.752  -1.739  2.492
C  -9.578  -0.578  2.064
O  -10.121  -0.743  0.773
C  -10.943  0.370  0.375
H  -6.394  -1.194  3.181
H  -6.799  0.045  2.001
H  -5.640  -1.299  1.539
H  -8.391  -1.553  3.518
H  -9.363  -2.627  2.509
H  -8.967  0.326  2.117
H  -10.366  -0.406  2.802
H  -10.351  1.286  0.266
H  -11.701  0.528  1.188
H  -11.383  0.162  -0.586
C  -0.436  -6.011  0.353
O  -0.787  -6.307  1.698
C  -2.145  -6.337  1.921
C  -2.679  -4.974  2.286
O  -2.723  -4.054  1.250
C  -3.672  -4.372  0.256
H  0.643  -5.864  0.293
H  -0.805  -5.012  -0.036
H  -0.733  -6.743  -0.400
H  -2.441  -6.990  2.733
H  -2.655  -6.698  1.026
H  -2.098  -4.520  3.059
H  -3.681  -5.139  2.727
H  -3.418  -5.349  -0.151
H  -3.555  -3.675  -0.546
H  -4.708  -4.388  0.605

Force components x, y, z for each atom (eV/Å):
Ag 0.0 0.0 0.1
Ag -0.1 -0.1 -0.5
N -0.2 0.3 0.4
S 3.9 1.3 0.9
O -2.1 1.2 -1.3
O -0.9 -1.3 -0.8
F 0.1 -0.4 0.5
S -0.9 -0.8 0.8
O 1.2 -0.9 0.1
O 0.1 1.2 -0.4
F -1.5 -1.0 -0.3
N 1.2 1.3 -2.2
S -1.0 -3.0 1.7
O -0.7 1.2 -2.0
O 1.8 0.3 -0.2
F 0.1 -0.1 0.7
S -1.1 0.3 0.5
O 1.5 0.1 1.1
O -1.0 -1.8 0.3
F -0.7 1.5 0.1
C -2.0 -0.3 -0.5
O 0.2 1.4 0.2
C 0.3 -0.4 0.1
C 1.5 0.3 0.6
O -0.7 0.2 -1.3
C -0.3 -0.8 0.0
H 0.4 -0.4 0.5
H 0.6 -0.4 0.1
H 0.8 0.3 0.1
H -0.5 -0.1 0.0
H 0.4 -0.1 0.1
H -0.2 -0.1 -0.5
H -0.4 0.6 -0.2
H -0.1 0.0 0.3
H 0.2 0.0 0.3
H -0.2 0.0 0.3
C 0.7 -1.2 0.1
O 0.3 0.3 -0.3
C -1.4 -0.1 -0.6
C 0.1 -0.3 0.2
O 0.3 -0.2 0.0
C -0.6 0.8 -0.2
H 0.0 0.2 0.0
H -0.1 0.1 0.6
H -0.2 0.1 0.2
H -0.6 0.2 0.3
H 0.8 0.0 -0.2
H 0.2 0.3 0.2
H -0.1 0.4 -0.2
H 0.0 -0.4 -0.2
H -0.1 -0.2 0.5
H 0.6 -0.2 -0.3
C -0.5 0.0 -0.7
O 1.1 0.1 0.9
C -0.7 0.0 0.2
C -0.5 0.7 -0.3
O -0.1 -0.3 0.1
C -0.2 0.0 -0.4
H -0.2 -0.1 0.0
H 0.0 0.0 0.0
H 0.0 0.1 0.1
H 0.2 -0.1 0.3
H 0.5 0.0 -0.4
H 0.4 -0.2 -0.2
H 0.0 -0.1 0.0
H -0.2 0.1 0.0
H 0.0 -0.1 0.5
H 0.0 0.1 0.0
C 0.2 -0.6 -1.9
O -0.1 -0.7 1.3
C 0.5 1.2 0.7
C -0.7 -0.1 -0.5
O -0.3 0.0 -0.5
C 1.3 -0.5 0.3
H 0.2 0.3 -0.3
H -0.4 0.8 0.5
H 0.2 -0.1 0.7
H 0.6 -0.5 -0.4
H -0.5 -0.4 0.3
H 0.0 -0.1 -0.1
H 0.3 -0.2 -0.1
H -0.3 0.0 0.4
H -0.9 0.1 0.0
H 0.0 0.7 -0.5
C -0.2 0.8 -0.6
O -0.2 0.2 -0.7
C 0.4 0.5 0.1
C -0.1 -1.1 0.4
O 0.2 -0.5 -0.3
C -0.6 0.2 -0.5
H -0.4 0.3 0.2
H 0.1 -0.1 0.6
H 0.6 -1.1 0.3
H -0.2 -0.2 0.5
H -0.2 0.0 -0.2
H 0.2 0.0 -0.1
H 0.1 0.8 0.0
H 0.2 0.1 -0.1
H 0.0 -0.2 -0.1
H 0.1 0.2 0.2
C 0.1 -0.1 -0.6
O -0.1 0.7 0.5
C -0.2 -0.4 -0.1
C 0.3 0.5 -0.5
O 0.1 -0.1 0.5
C 0.0 0.0 0.1
H -0.2 -0.2 -0.2
H -0.2 -0.2 0.6
H 0.1 -0.6 0.0
H 0.0 0.0 -0.1
H 0.3 -0.1 0.2
H -0.2 -0.1 0.2
H -0.1 0.0 0.1
H 0.1 0.2 0.0
H 0.0 0.0 -0.5
H -0.1 0.7 0.1
C -0.7 -0.5 0.8
O 0.5 -0.2 -0.1
C -1.0 0.3 -0.6
C 0.2 -1.8 0.2
O 0.9 -0.2 -0.6
C -0.6 0.8 0.4
H 0.2 0.3 0.0
H 0.5 0.1 0.0
H 0.5 -0.1 -0.4
H 0.1 0.2 0.2
H -0.1 0.5 0.1
H -0.2 0.4 0.2
H 0.1 0.2 0.3
H 0.0 -0.2 0.4
H -0.1 -0.3 -0.6
H -0.3 0.3 -0.2
C 0.0 0.3 1.3
O -1.3 -0.3 -0.2
C 2.2 0.1 -0.8
C 0.2 -0.7 1.2
O 0.3 0.4 -1.2
C 0.4 0.4 0.2
H 0.1 0.2 -0.6
H 0.5 -0.4 0.0
H -0.2 0.2 -0.3
H -0.7 0.1 0.0
H -0.3 -0.2 0.2
H -0.8 0.2 -0.1
H 0.0 -0.4 0.0
H 0.0 0.3 0.1
H -0.7 -0.2 0.0
H 0.2 0.0 0.4
C 0.0 -0.1 0.7
O 0.4 0.8 -0.4
C 0.3 0.0 0.3
C -0.9 -0.4 0.2
O -0.5 -0.9 -0.2
C 0.5 0.5 0.1
H -0.1 -0.2 0.0
H 0.3 0.0 0.0
H 0.2 0.0 -0.5
H 1.1 -0.5 -0.1
H -1.3 -0.1 0.4
H 0.3 0.2 0.0
H -0.3 0.3 0.2
H 0.1 -0.2 -0.1
H 0.0 0.2 0.2
H 0.3 0.4 -0.3
C -0.2 -0.1 0.4
O 0.4 0.6 0.7
C -1.1 -1.0 -2.1
C -1.1 -0.5 0.4
O 0.5 0.2 1.3
C -0.7 -1.6 -1.5
H 0.0 0.2 0.2
H 0.0 -0.2 0.0
H -0.2 0.1 -0.8
H 0.4 0.1 -0.2
H 0.7 0.6 0.5
H 0.7 -0.1 0.8
H 0.1 0.9 -0.5
H 0.2 1.1 0.5
H 0.3 -0.1 0.1
H 0.1 -0.3 0.0
C 0.5 -0.1 -0.1
O -0.8 0.2 0.5
C 0.8 -0.1 0.1
C 0.0 -0.3 0.1
O -1.1 0.5 0.1
C 0.6 -0.8 0.4
H -0.2 0.1 -0.2
H 0.0 0.2 0.4
H 0.1 -0.2 -0.2
H -0.5 0.0 0.0
H 0.2 0.0 0.1
H 0.1 0.0 -0.3
H 0.1 0.1 0.0
H -0.2 0.7 -0.3
H 0.1 -0.1 -0.3
H 0.5 0.0 -0.2
C -1.4 0.4 0.7
O 1.0 0.6 0.2
C -0.1 0.2 0.1
C -0.6 0.7 -0.4
O -0.5 0.0 -0.6
C 0.5 -0.4 0.7
H 0.2 -0.1 0.1
H -0.1 -0.5 -0.5
H 0.6 0.3 -0.5
H -0.2 -0.3 -0.1
H 0.2 -0.2 -0.1
H 0.6 -1.0 0.0
H 0.0 0.4 0.5
H -0.1 0.4 0.0
H -0.1 0.1 0.1
H -0.1 -0.1 0.0
C -1.7 0.5 0.0
O 1.6 0.2 -0.7
C 0.0 0.3 -0.4
C 0.0 0.0 0.5
O 1.7 0.3 -0.3
C -0.5 -1.4 0.2
H 0.2 -0.2 1.0
H -0.1 -0.1 0.2
H -0.2 -0.3 0.1
H 0.1 0.2 -0.2
H 0.0 0.0 0.0
H 0.0 -0.3 -0.7
H -0.6 0.2 0.2
H 0.0 0.2 0.0
H -0.1 0.0 0.3
H -0.3 0.4 0.0
C -0.7 -0.4 0.7
O -0.5 0.6 -0.1
C 0.1 -0.2 0.1
C -0.4 -0.8 -0.1
O -0.1 0.2 0.5
C 0.6 0.9 -0.2
H -0.1 -0.1 -0.1
H 0.2 0.3 -0.4
H 0.0 0.2 -0.2
H 0.1 0.0 0.6
H 0.1 0.2 0.1
H 0.0 0.4 -0.5
H 0.6 -0.3 0.2
H -0.2 -0.5 -0.2
H 0.1 -0.4 -0.2
H 0.1 -0.1 -0.4
C -0.8 0.3 0.5
O -0.6 -0.2 0.1
C 1.2 0.3 0.0
C -0.3 1.0 0.0
O -0.3 0.3 -0.4
C 0.4 -0.3 1.5
H 0.5 0.0 -0.1
H 0.3 -0.6 -0.3
H 0.0 0.2 0.1
H -0.4 -0.1 -0.1
H 0.1 -0.6 -0.4
H 0.1 0.2 -0.2
H -0.3 -0.2 0.1
H 0.1 0.0 0.2
H 0.3 0.0 -0.9
H -0.3 -0.3 -0.1
C 0.3 1.7 -0.6
O 1.4 -0.3 -0.7
C -1.1 0.6 -0.3
C -1.1 -0.6 0.5
O -0.3 0.9 -0.6
C 0.5 -0.6 0.1
H 0.0 -0.5 0.2
H -0.1 -0.9 0.8
H -0.2 -0.5 0.3
H 0.5 -0.4 0.3
H -0.2 -0.2 0.0
H 0.7 0.2 0.5
H -0.1 0.2 -0.2
H -0.3 -0.2 -0.3
H 0.0 0.6 -0.4
H 0.0 0.1 0.2

The calculation puts the largest force on an atom at 4.19 eV/Å. Its charge is 0. For the electronic energy, the calculation gives -7939.01256 a.u. Its multiplicity is 1.